Here is a cluster of 2 separate species, C6H8ClNS in total in a non-equilibrium geometry from the OMol25 dataset. Energies are from the ωB97M-V functional and the def2-TZVPD basis.

Cartesian coordinates (Å):
C: 0.2023 -1.8219 1.1510
C: -0.7578 -0.8526 0.5637
C: -1.4740 -0.8237 -0.5453
C: -1.9817 0.4487 -0.8692
C: -1.6610 1.3777 0.0702
S: -0.8135 0.7606 1.3915
H: 1.2433 -1.5433 0.8903
H: 0.0364 -1.9734 2.2241
H: 0.2334 -2.8080 0.4548
H: -1.4516 -1.7087 -1.1597
H: -2.6184 0.5004 -1.7448
H: -1.7437 2.4840 -0.1351
C: 1.7620 1.5221 -0.3926
N: 2.3984 0.7693 -1.1773
Cl: 3.4090 -0.4221 -0.4525
H: 1.8255 1.6110 0.6607
H: 1.3915 2.4799 -0.9297

energy relative to the best compared isomer or geometry (same formula, charge and spin) = 233.1 kJ/mol
spin multiplicity = 1
structure (SMILES) = Cc1cccs1.C=NCl
electronic energy = -31196.660 eV
Kohn-Sham gap = 9.3 eV